Entry from OMol25: a structure of composition C4H11NO3 in a non-equilibrium geometry (ωB97M-V/def2-TZVPD).

Structure (XYZ):
```
19
Properties=species:S:1:pos:R:3:forces:R:3
C -1.485175 -0.507898 1.111692 -1.0 2.6 3.8
C -0.503051 -1.276411 0.669139 3.8 0.7 0.4
C -0.559328 -0.177788 -1.565917 -2.7 -0.1 -2.9
C -1.063540 -1.265965 -0.619760 -3.9 -2.6 -5.7
O -2.088490 -1.842679 -1.086384 2.7 0.9 2.0
O 1.725491 0.760175 -2.480733 1.4 1.0 0.6
N 0.926011 -1.032072 0.852511 -2.2 -0.4 0.9
H -2.543864 -0.713685 0.955123 0.4 0.0 -0.2
H 1.078078 1.971142 -0.166739 -0.7 0.6 0.4
H -1.198071 0.378363 1.716208 -0.3 -0.6 0.0
H 0.551097 2.438008 0.165809 0.7 -0.7 -0.4
H -1.098141 -0.471811 -2.558059 1.4 0.3 1.5
H 0.508934 -0.125557 -1.719065 0.6 -0.1 0.2
H -1.068536 0.809299 -1.406006 0.9 -0.7 0.6
H 1.290900 -1.874339 1.298243 0.5 0.0 -0.6
H 1.195058 -0.208911 1.446708 -0.5 0.0 0.0
H 1.040651 1.316030 3.592904 -0.3 -1.3 -1.7
H 2.521871 1.052790 -2.985656 -0.9 -0.6 -0.2
O 0.770106 0.771311 2.779980 0.1 1.1 1.2
```
Forces are in eV/Å.

Calculated values
- molecular weight (g mol⁻¹) = 121.14
- energy above the lowest of the compared OMol25 structures with the same formula, charge and spin (eV) = 14.349
- DFT total energy (eV) = -11945.76098
- HOMO energy (eV) = -9.07